Formula: C3H8N5
Source: the OMol25 dataset
Level of theory: ωB97M-V/def2-TZVPD

Cartesian coordinates (Å):
N (1.21836, 1.64115, -0.14923)
N (-0.75088, -1.36822, -0.17857)
N (0.13593, 0.98346, 0.23812)
N (-2.18639, 0.37650, 0.20724)
N (1.54941, -1.18122, 0.02507)
C (-1.05716, 1.23597, -0.05891)
C (-2.07119, -0.84554, -0.05807)
C (0.38029, -0.93271, 0.53461)
H (1.25719, 2.68786, -0.37479)
H (2.41854, -1.06460, 0.51062)
H (-2.91980, -1.45640, -0.41104)
H (1.96947, 1.52011, 0.68187)
H (-1.51450, 2.15603, -0.57259)
H (-0.52953, -1.78198, -1.08768)
H (1.76122, -1.14591, -0.96613)
H (0.33906, -0.82452, 1.65946)

Summary:
Total energy ... -10681.9776 eV
HOMO ... -0.5084 Eh
Net charge ... +1
Strongest force on any atom ... 5.5 eV/Å
Energy relative to the best compared isomer or geometry (same formula, charge and spin) ... 241.5 kJ/mol

***

Formula: C32H90AsF9N7O9
Source: the OMol25 dataset
Level of theory: ωB97M-V/def2-TZVPD

Cartesian coordinates (Å):
As (1.57137, -3.86862, -0.40702)
F (-1.20887, 3.88536, -1.68593)
F (2.76777, -2.71188, 0.07849)
F (-1.61357, 3.43743, 0.38054)
F (0.31124, -5.03707, -0.65084)
F (0.56795, -2.71120, -1.24393)
F (-2.81043, 2.51153, -1.13069)
F (2.36197, -4.24289, -1.91197)
F (2.48858, -5.16818, 0.35595)
F (0.79367, -3.53945, 1.16103)
O (5.13403, -5.64601, 4.04909)
O (-0.80956, 0.59220, -0.15755)
O (-5.38091, 6.37791, -0.04359)
O (2.38849, -0.40619, -3.57895)
O (0.59877, 4.98627, 3.14354)
O (-1.46906, 1.97385, -5.46648)
O (-0.00385, 1.27313, -2.11767)
O (1.34085, -7.64181, 3.98439)
O (-3.39555, -2.37706, -4.34264)
N (-0.16208, -6.60004, 1.94965)
N (-6.97104, 4.49004, 0.89263)
N (1.11505, 1.83049, -5.02030)
N (2.80986, 0.08225, -0.78949)
N (3.08707, 5.87908, 4.20201)
N (-1.51150, -1.19474, -2.46283)
N (5.05873, -2.96716, 3.48492)
C (-2.89638, -1.76100, -2.11786)
C (-6.09934, 2.69533, -0.61518)
C (-1.54487, 2.89086, -0.85541)
C (0.57894, 3.27324, -5.04829)
C (0.03880, -5.87234, 3.28061)
C (-0.47401, 1.74661, -0.92462)
C (-0.61402, 0.59613, 1.24289)
C (2.80395, -2.76672, 4.52073)
C (3.84777, 0.45637, -1.85739)
C (-3.82517, -1.54304, -3.31243)
C (-4.34131, -2.37999, -5.42725)
C (4.07880, -3.58829, 4.46003)
C (0.73853, 6.37447, 3.49077)
C (3.66323, -0.52053, -3.01289)
C (-0.92847, 3.11081, -4.84440)
C (-2.73196, 1.62359, -4.89442)
C (5.29227, -6.96816, 3.52473)
C (-0.75347, 4.61909, 3.31306)
C (-0.15493, -0.83045, 1.54931)
C (2.22254, -1.23181, -4.72726)
C (3.90408, -5.01544, 3.92611)
C (5.24970, 0.38639, -1.25710)
C (-5.72375, 3.98406, 0.12964)
C (-5.13717, 5.15509, -0.67327)
C (0.22455, -6.90845, 4.36084)
C (2.18689, 6.80199, 3.36922)
C (-5.27542, 7.52028, -0.89325)
C (2.70259, 6.73187, 1.92230)
C (1.70661, -8.69467, 4.87248)
C (0.88202, 3.88804, -6.43846)
C (-1.05776, -4.83292, 3.54007)
C (-3.35751, -1.12967, -0.79822)
H (-1.18551, 5.09842, 4.19692)
H (-5.53544, 8.37131, -0.26939)
H (-2.07979, -5.18107, 3.38940)
H (-0.17909, -1.24094, 2.56173)
H (-4.86917, -1.70227, -3.02493)
H (3.54037, -4.97887, 2.88887)
H (1.86289, 0.34426, -1.11268)
H (-7.19941, 3.90459, 1.69523)
H (0.09286, 6.94933, 2.82709)
H (0.99428, -5.36853, 3.14012)
H (-5.63645, 5.18124, -1.64941)
H (2.36433, 7.80074, 3.76407)
H (5.23823, 0.96712, -0.33401)
H (0.88153, 3.09402, -7.18060)
H (2.18573, 7.46808, 1.31154)
H (0.45730, 1.26108, -5.56109)
H (1.10513, 1.48993, -4.05223)
H (-0.23757, -5.96599, 1.15270)
H (-5.01126, 3.73805, 0.91771)
H (1.08613, 3.78616, -4.23753)
H (3.11662, -5.46297, 4.54223)
H (5.49690, -3.66958, 2.88304)
H (-0.89893, -3.97029, 2.89395)
H (2.82232, -0.93358, -0.66251)
H (4.59720, -2.25574, 2.91910)
H (6.34634, -7.21022, 3.62202)
H (2.04065, 1.74095, -5.43375)
H (2.07024, -8.25806, 5.80630)
H (0.09757, 4.61143, -6.66791)
H (0.94687, -0.79063, 1.52122)
H (-2.68051, -1.33648, 0.02709)
H (4.97263, -6.92677, 2.48098)
H (3.04341, -1.79820, 4.95847)
H (-4.29910, -1.60273, -0.51601)
H (4.49039, -3.75825, 5.45436)
H (4.49441, -0.30967, -3.69938)
H (0.45055, 2.14541, -0.47159)
H (-3.81277, -0.47204, -3.56906)
H (-1.01287, -4.48941, 4.57366)
H (-4.30255, -1.36309, -5.83698)
H (0.66461, -7.20565, 1.92027)
H (5.74449, -2.42846, 4.01910)
H (-4.00396, -2.98627, -6.26367)
H (-2.55666, 1.38453, -3.83939)
H (5.95982, 0.71116, -2.01194)
H (1.71613, 4.58945, -6.41877)
H (-0.61862, -7.61286, 4.43706)
H (-5.38991, -2.59306, -5.22231)
H (1.15410, -1.35402, -4.91296)
H (-5.34457, 2.47005, -1.36263)
H (-6.29599, 1.89129, 0.09193)
H (-3.51017, -0.06195, -0.95184)
H (2.87069, 6.16524, 5.16178)
H (4.09432, 5.99441, 4.09063)
H (3.78295, 6.87423, 1.89792)
H (-4.22695, 7.69740, -1.15369)
H (0.23753, -6.41470, 5.34178)
H (3.89619, -1.55559, -2.72922)
H (0.04893, 1.36811, 1.64002)
H (-2.73127, -2.82266, -1.94770)
H (-7.05756, 2.84944, -1.11905)
H (-1.11961, 3.10084, -3.76830)
H (-7.71000, 4.55176, 0.19386)
H (2.38164, -2.66946, 3.51603)
H (-3.18218, 0.78421, -5.41434)
H (3.54203, 1.46106, -2.14717)
H (-0.97370, 3.55930, 3.44095)
H (-1.46050, 3.99828, -5.20024)
H (2.49669, 5.74171, 1.51123)
H (2.08314, -3.32519, 5.11525)
H (-1.13709, -0.42258, -1.87821)
H (2.70694, -0.78497, -5.59589)
H (2.55474, -9.18210, 4.39431)
H (-3.36115, 2.51459, -4.94401)
H (0.95519, -9.45863, 5.07697)
H (-5.87218, 7.40579, -1.79742)
H (2.83377, 4.89688, 4.09632)
H (4.71319, -7.67283, 4.12330)
H (2.53609, -2.26530, -4.56001)
H (-1.38424, 4.92882, 2.47461)
H (-1.46229, -0.77123, -3.39285)
H (-0.96709, -7.22835, 1.89784)
H (-4.05481, 5.00385, -0.71962)
H (0.43863, 6.49791, 4.53618)
H (3.03897, 0.47004, 0.12146)
H (-1.52655, 0.75407, 1.82827)
H (-6.76814, 5.40671, 1.30467)
H (-0.47896, -1.57610, 0.83315)
H (5.45632, -0.64822, -0.97559)
H (-0.83209, -1.95573, -2.46425)

Summary:
Total energy ... -148753.2820 eV
HOMO ... -0.6813 Eh
Net charge ... +5
Strongest force on any atom ... 3.1 eV/Å
Energy relative to the best compared isomer or geometry (same formula, charge and spin) ... 0.0 kJ/mol

***

Formula: C5H11N
Source: the OMol25 dataset
Level of theory: ωB97M-V/def2-TZVPD

Cartesian coordinates (Å):
N (-0.09804, -0.26464, 0.81562)
C (-1.17186, 1.97880, 0.65631)
C (1.71982, -1.94854, 0.06691)
C (-1.01131, 1.57722, -0.74487)
C (-1.22931, 0.64503, 0.43846)
C (0.54342, -1.17517, -0.27897)
H (-0.15093, -2.16535, -0.28852)
H (-1.80146, 1.64941, -1.35200)
H (-2.03871, -0.07168, 0.24342)
H (0.55824, -0.72451, -1.15866)
H (2.00759, -2.21933, -1.29315)
H (-0.30061, 2.42639, 1.26893)
H (2.65129, -1.42917, 0.56907)
H (-2.01948, 2.71369, 0.61924)
H (0.73660, 0.40805, 1.14984)
H (1.73381, -3.03609, 0.68522)
H (-0.12908, 1.63591, -1.39685)

Summary:
Total energy ... -6848.0614 eV
HOMO ... -0.3089 Eh
Strongest force on any atom ... 8.6 eV/Å
Energy relative to the best compared isomer or geometry (same formula, charge and spin) ... 527.5 kJ/mol

***

Formula: C4H7NO2
Source: the OMol25 dataset
Level of theory: ωB97M-V/def2-TZVPD

Cartesian coordinates (Å):
O (1.43686, -2.06524, -0.12396)
O (3.21123, -0.96935, 0.91781)
N (0.96560, 0.80371, 0.72236)
C (-1.11284, 0.65679, -0.57397)
C (-1.49866, -0.67664, 0.07792)
C (0.21096, 1.25932, -0.19092)
C (2.30185, -1.49166, 0.40816)
H (-2.28300, -0.54196, 0.82735)
H (-1.85920, 1.42950, -0.34268)
H (-1.87766, -1.37844, -0.67109)
H (-1.12260, 0.57971, -1.66899)
H (1.80276, 1.38083, 0.81951)
H (-0.64487, -1.14626, 0.56719)
H (0.46957, 2.15968, -0.76869)

Summary:
Total energy ... -9846.8838 eV
HOMO ... -0.3773 Eh
Strongest force on any atom ... 0.8 eV/Å
Energy relative to the best compared isomer or geometry (same formula, charge and spin) ... 38.2 kJ/mol

***

> Which value of strongest force on any atom does entry 2 give?

3.1 eV/Å

***

> total energy of number 4 (C4H7NO2)?

-9846.8838 eV

***

> Among the records above, which one has the lowest energy relative to the best compared isomer or geometry (same formula, charge and spin)?

C32H90AsF9N7O9